Record 1
The following is a DFT calculation (ωB97M-V/def2-TZVPD) of a single C5H8N2 molecule.

XYZ file:
```
15
Properties=species:S:1:pos:R:3:forces:R:3
N -1.491 1.686 -1.087 0.099 0.219 -0.242
N -1.177 0.750 0.928 -0.118 -0.265 -0.289
C -0.581 -0.475 1.049 0.304 -0.091 0.496
C 0.709 0.827 -0.263 -0.068 -0.146 -0.081
C -0.518 1.441 -0.058 -0.012 -0.256 0.091
C 0.626 -0.432 0.375 0.023 -0.070 0.149
C 1.551 -1.587 0.170 0.152 -0.134 0.095
H -1.020 1.945 -1.947 -0.091 0.283 0.046
H -2.158 0.945 1.061 0.068 -0.236 0.006
H 1.039 -2.369 -0.404 0.155 0.099 0.115
H -1.738 0.685 -1.213 -0.406 0.812 -0.665
H 1.483 1.161 -0.948 -0.319 -0.225 -0.047
H 1.875 -2.023 1.116 0.096 -0.028 -0.068
H 2.434 -1.286 -0.401 -0.088 -0.047 0.131
H -1.034 -1.268 1.622 0.206 0.085 0.264
```
Forces are in eV/Å.

As for the LUMO energy: 0.93 eV. As for the multiplicity: 1. Its SMILES is Cc1c[nH]c(N)c1. The calculation puts the HOMO energy at -7.48 eV.

Charges obtained by Löwdin population analysis, quoted in units of e: 0.07, 0.03, -0.08, -0.03, -0.38, -0.30, -0.06, 0.07, 0.15, 0.08, 0.09, 0.11, 0.07, 0.07, 0.11

Record 2
The following is a DFT calculation (ωB97M-V/def2-TZVPD) of a single C3H6Cl2S molecule.

XYZ file:
```
12
Properties=species:S:1:pos:R:3:forces:R:3
Cl -0.511 2.155 -0.378 -0.845 1.644 0.078
Cl 2.384 -0.903 -0.450 0.046 0.412 0.048
S -2.246 -1.097 -0.509 -0.604 0.253 -0.660
C 1.488 0.576 0.022 -1.985 -3.090 2.124
C 0.081 0.538 -0.530 0.111 -0.706 -1.549
C -0.788 -0.425 0.290 1.178 -1.137 -0.489
H -1.113 0.016 1.228 0.469 0.150 0.069
H -0.154 -1.328 0.420 -0.199 0.710 0.483
H 2.014 1.433 -0.122 1.577 2.241 -1.095
H 0.135 0.341 -1.636 -0.362 -0.247 1.099
H 1.275 0.520 1.104 0.764 -0.084 -0.142
H -2.565 -1.826 0.560 -0.149 -0.147 0.034
```
Forces are in eV/Å.

As for the LUMO energy: 0.78 eV. As for the multiplicity: 1. Its SMILES is SC[C@@H](Cl)CCl. The calculation puts the HOMO energy at -9.26 eV.

Charges obtained by Löwdin population analysis, quoted in units of e: 0.68, 0.58, 0.70, -0.63, -0.89, -0.65, 0.07, 0.06, 0.03, 0.11, 0.09, -0.14

Record 3
The following is a DFT calculation (ωB97M-V/def2-TZVPD) of a molecular structure, C51H40I2N2O2P2W.

XYZ file:
```
100
Properties=species:S:1:pos:R:3:forces:R:3
W -0.381 0.024 -0.093 1.161 -0.908 0.234
I 2.275 -2.176 -1.158 0.097 0.075 -0.136
I -0.044 2.357 1.459 0.025 0.202 -0.015
P -1.167 -1.692 1.806 -0.332 -0.268 0.618
P -0.734 1.861 -1.887 0.009 0.446 -0.465
O 1.754 0.932 2.761 0.456 -0.018 -0.088
O 1.191 -0.537 1.165 -0.164 0.573 0.049
N -0.926 -1.715 -1.446 -0.286 0.626 0.049
N -2.544 0.125 -0.361 -0.190 -0.029 -0.046
C -1.460 -5.934 -0.025 0.043 -0.025 -0.013
C -2.702 -2.214 -3.326 -0.071 0.103 -0.065
C -3.071 -0.694 -1.287 0.154 -0.040 -0.187
C -0.313 -4.315 1.349 0.099 -0.098 0.035
C -3.197 5.149 1.998 0.014 -0.038 0.157
C -3.074 5.818 -1.634 -0.094 0.090 0.035
C 0.373 -3.092 5.313 -0.010 -0.013 0.045
C -3.710 -0.322 -4.823 0.018 -0.211 -0.003
C -0.388 -5.583 0.784 0.014 0.008 -0.003
C 2.950 3.238 -2.927 -0.038 0.003 0.064
C -2.456 -5.002 -0.287 0.022 0.044 0.006
C 1.455 -0.192 2.412 -0.349 -0.210 -0.226
C 1.983 -1.502 4.495 0.085 0.102 0.048
C -2.079 -1.280 -2.247 0.126 -0.018 -0.109
C -3.484 5.661 0.772 -0.031 0.077 -0.118
C -1.327 -3.385 1.132 -0.057 0.073 -0.078
C -1.611 -0.300 -3.371 -0.189 -0.046 0.093
C -1.664 3.597 0.979 0.072 -0.216 -0.124
C -4.114 -2.656 -3.104 0.221 -0.071 -0.199
C 0.830 1.991 -4.231 0.054 0.039 -0.089
C -3.363 0.784 0.468 -0.055 0.118 -0.053
C 0.741 2.267 -2.870 0.017 0.116 0.047
C 3.040 2.948 -4.285 0.015 -0.007 -0.025
C -4.915 -2.039 -2.245 -0.148 0.210 0.267
C 1.806 2.896 -2.221 0.060 0.032 -0.085
C -0.452 -2.833 4.231 -0.001 0.009 -0.016
C -3.066 1.653 -3.494 -0.394 0.084 -0.309
C -2.387 -3.736 0.281 -0.075 -0.103 0.124
C -1.909 1.142 -3.081 0.224 -0.266 0.180
C -0.047 -1.935 3.242 0.080 -0.115 -0.117
C -2.405 5.428 -2.752 0.065 -0.081 -0.111
C 1.169 -1.264 3.396 -0.188 -0.118 -0.153
C 1.596 -2.439 5.437 0.003 -0.059 0.070
C -3.696 0.333 4.230 0.045 -0.020 -0.025
C -2.601 -0.144 3.524 -0.121 0.062 -0.041
C -4.423 -0.975 -1.347 -0.218 -0.235 -0.266
C -5.262 -0.276 -0.484 -0.320 -0.069 -0.008
C -2.714 -1.267 2.695 -0.050 0.110 -0.071
C -4.927 -0.306 4.118 -0.037 0.004 0.005
C 1.420 -0.198 -1.355 -0.268 -0.279 0.187
C -2.233 4.125 2.102 -0.240 0.178 0.137
C -4.731 0.633 0.406 -0.151 0.117 0.142
C -3.948 -1.903 2.595 0.049 0.058 0.194
C -2.867 5.154 -0.401 -0.013 0.016 0.009
C -1.988 4.034 -0.333 -0.050 0.053 0.025
C -2.482 -1.069 -4.401 -0.091 -0.038 0.185
C -5.047 -1.424 3.307 0.052 -0.032 -0.058
C 1.982 2.331 -4.936 -0.064 -0.037 -0.005
C -3.977 0.908 -4.395 0.054 0.321 0.190
C -1.452 3.524 -1.559 0.076 -0.080 0.170
C -1.612 4.263 -2.709 -0.030 0.113 -0.088
H -5.957 -2.330 -2.147 0.100 0.043 0.013
H -3.167 -3.024 0.046 -0.091 0.061 0.065
H 3.936 3.211 -4.837 -0.098 -0.017 0.062
H -1.412 -3.332 4.153 0.045 -0.003 0.002
H -3.652 5.554 2.895 0.035 -0.036 -0.073
H -6.333 -0.458 -0.514 0.127 0.023 0.013
H -1.514 -6.925 -0.462 0.008 0.097 0.058
H 0.058 -3.803 6.069 0.031 0.062 -0.072
H -5.998 -1.943 3.235 0.104 0.035 0.009
H -5.784 0.054 4.679 0.110 -0.035 -0.065
H -4.494 -3.464 -3.722 0.040 0.079 0.061
H -5.357 1.197 1.087 0.032 -0.048 -0.057
H -4.379 -0.814 -5.524 0.065 0.056 0.109
H -2.909 1.449 1.182 0.054 0.034 0.104
H -4.169 6.497 0.673 0.058 -0.065 -0.011
H 3.771 3.735 -2.420 -0.110 -0.075 -0.054
H -3.584 1.190 4.884 -0.006 -0.046 -0.042
H -2.508 5.974 -3.683 0.023 -0.060 0.078
H 1.318 -0.080 -2.424 -0.045 0.020 -0.177
H -4.070 -2.798 2.009 0.028 -0.142 -0.150
H -3.367 2.653 -3.205 -0.006 -0.038 -0.028
H -4.873 1.418 -4.737 0.135 -0.031 0.060
H -0.001 1.531 -4.756 0.032 0.027 0.005
H -3.290 -5.257 -0.933 0.043 0.023 0.067
H -0.155 -1.976 -2.049 0.268 -0.019 -0.118
H 1.740 3.130 -1.163 0.009 0.006 -0.003
H -1.644 0.356 3.632 0.017 -0.007 0.034
H 0.401 -6.301 0.982 -0.051 0.064 -0.032
H 2.202 0.467 -1.017 0.132 0.153 0.107
H -1.149 -2.552 -0.918 -0.027 -0.265 0.190
H 0.547 -4.057 1.958 -0.098 -0.032 -0.022
H 2.240 -2.651 6.283 -0.065 0.021 -0.062
H -0.545 -0.446 -3.551 0.037 -0.100 -0.038
H -3.745 6.674 -1.656 0.110 -0.104 0.010
H -1.918 3.788 3.083 -0.061 0.026 -0.063
H 2.044 2.120 -5.998 -0.008 0.014 0.125
H -2.058 -3.070 -3.531 0.060 0.032 -0.029
H 2.913 -0.953 4.601 -0.135 -0.058 -0.023
H -1.947 -1.421 -5.280 0.055 -0.004 -0.051
H -1.146 3.927 -3.628 -0.042 -0.005 0.027
```
Forces are in eV/Å.

The expectation value of S² is 2.018. As for the LUMO energy (alpha / beta): -5.38 / -5.97 eV. As for the multiplicity: 3. Its charge is +2. The calculation puts the HOMO energy (alpha / beta) at -12.97 / -13.36 eV.

These are the Löwdin partial charges, in e, on atoms 1 to 99: 1.08, 0.89, 1.46, 1.10, 1.02, -0.08, -0.45, -0.01, -0.07, -0.05, -0.12, -0.17, -0.07, -0.05, 0.00, -0.04, -0.03, -0.04, -0.05, -0.05, -0.64, 0.01, -0.32, -0.01, -0.35, -0.17, -0.58, -0.02, -0.09, -0.12, -0.40, -0.05, -0.01, -0.10, -0.07, -0.03, -0.14, -0.32, -0.29, -0.03, -0.14, -0.03, -0.06, -0.11, -0.12, 0.04, -0.36, -0.06, -0.76, -0.16, 0.00, -0.08, -0.14, -0.19, -0.13, -0.06, -0.05, -0.03, -0.28, -0.09, 0.13, 0.09, 0.12, 0.12, 0.12, 0.14, 0.12, 0.12, 0.12, 0.12, 0.13, 0.13, 0.13, 0.07, 0.13, 0.12, 0.12, 0.12, -0.05, 0.09, 0.11, 0.12, 0.11, 0.11, 0.00, 0.09, 0.10, 0.12, -0.02, 0.05, 0.11, 0.12, 0.13, 0.13, 0.09, 0.12, 0.16, 0.14, 0.15

Record 4
The following is a DFT calculation (ωB97M-V/def2-TZVPD) of a single C2H3ClO molecule.

XYZ file:
```
7
Properties=species:S:1:pos:R:3:forces:R:3
Cl -1.583 0.071 -0.050 -1.786 1.545 0.716
O 2.226 -0.170 -0.116 1.185 0.828 -0.319
C 1.217 0.456 -0.006 0.283 3.171 -0.355
C 0.033 -0.387 0.188 0.732 -3.841 -2.112
H -0.004 -1.304 -0.671 1.384 2.150 2.927
H 1.156 1.710 0.159 0.147 -3.018 -0.564
H 0.451 -0.664 1.193 -1.945 -0.835 -0.292
```
Forces are in eV/Å.

As for the LUMO energy: 0.83 eV. As for the multiplicity: 1. Its SMILES is O=CCCl. The calculation puts the HOMO energy at -10.24 eV.

Charges obtained by Löwdin population analysis, quoted in units of e: 0.60, 0.04, -0.38, -0.70, 0.15, 0.18, 0.12

Record 5
The following is a DFT calculation (ωB97M-V/def2-TZVPD) of a molecular structure, C23H15AsBrF3N2O7SZn.

XYZ file:
```
54
Properties=species:S:1:pos:R:3:forces:R:3
Br -8.684 10.976 18.332 -0.315 0.660 0.582
As -6.138 2.835 13.756 1.957 1.839 -0.331
Zn -6.454 5.926 13.157 1.397 0.280 -0.550
S -8.828 4.835 15.426 1.343 -0.557 -0.305
F -5.589 8.614 12.266 1.022 -0.196 -1.022
F -3.877 7.161 12.009 -0.433 0.960 -0.744
F -5.600 7.129 10.573 0.882 1.001 -0.098
O -5.538 4.475 16.193 0.111 0.511 0.072
O -7.851 4.666 14.328 -0.429 0.554 0.176
O -5.959 6.873 14.911 -1.325 1.087 1.517
O -9.479 6.143 15.395 -0.440 -1.111 0.291
O -5.228 4.343 13.280 -1.783 -2.785 0.491
O -6.227 1.810 12.467 -0.034 0.268 -0.224
O -9.632 3.626 15.506 -0.423 0.891 0.469
N -8.018 7.423 12.975 -1.064 1.178 2.110
N -7.520 5.250 11.354 -0.631 0.034 -0.126
C -7.874 8.389 15.210 0.779 -0.036 0.802
C -7.235 4.203 10.600 0.092 0.565 0.857
C -9.027 6.089 9.655 0.145 0.411 0.640
C -8.699 4.954 8.874 0.611 -0.318 0.185
C -7.798 4.015 9.332 -0.837 0.658 -0.313
C -6.667 7.713 15.632 1.049 -0.498 -1.008
C -9.882 7.135 9.223 -0.036 0.603 0.697
C -10.100 8.263 10.013 -0.017 -1.066 -1.524
C -6.873 4.366 19.539 0.326 -0.294 0.531
C -6.758 8.981 17.723 -0.433 0.388 0.286
C -8.406 6.203 10.933 0.076 -0.028 -0.475
C -9.503 8.383 11.253 0.882 -0.681 1.474
C -5.254 7.286 11.922 -1.317 -1.667 1.716
C -7.858 4.826 16.988 -0.002 -0.062 -0.097
C -8.689 4.956 18.106 0.511 -0.166 -0.416
C -8.669 7.369 11.766 -0.803 -0.286 -0.845
C -7.886 9.662 17.269 -0.135 -0.362 -0.980
C -6.022 4.260 18.452 -0.165 0.086 0.547
C -8.200 4.718 19.384 -0.703 0.430 0.183
C -8.443 9.383 16.034 0.301 -0.300 0.446
C -6.183 8.040 16.928 0.444 -0.084 0.215
C -6.474 4.555 17.172 -0.405 -0.030 -0.534
C -8.558 8.034 14.018 0.384 -0.840 -2.784
H -5.283 7.559 17.295 -0.069 -0.200 -0.249
H -6.478 4.171 20.539 -0.125 -0.004 -0.227
H -6.374 9.227 18.709 0.107 -0.149 -0.143
H -10.707 9.072 9.611 -0.013 -0.127 0.154
H -6.545 3.476 11.027 -0.002 0.122 -0.041
H -9.620 8.302 13.963 0.175 0.240 -0.041
H -4.990 3.947 18.601 -0.169 0.227 -0.218
H -5.389 5.354 15.744 -0.683 -0.520 -0.149
H -10.352 7.048 8.263 -0.175 0.023 -0.426
H -9.693 9.259 11.872 0.191 -0.114 -0.175
H -9.714 5.235 17.886 -0.029 -0.116 0.363
H -9.319 9.965 15.738 0.152 -0.429 -0.164
H -9.110 4.856 7.882 -0.245 0.011 -0.204
H -8.861 4.822 20.256 0.315 -0.046 -0.374
H -7.531 3.144 8.749 -0.011 0.043 -0.015
```
Forces are in eV/Å.

As for the LUMO energy: 3.97 eV. As for the multiplicity: 1. Its charge is -2. The calculation puts the HOMO energy at -1.86 eV.

Charges obtained by Löwdin population analysis, quoted in units of e: 0.67, 1.07, 0.51, 0.49, -0.05, -0.02, -0.04, -0.06, -0.49, -0.13, -0.32, -0.68, -0.71, -0.33, 0.08, 0.09, -0.14, -0.09, -0.16, -0.02, -0.04, -0.30, -0.06, -0.11, -0.12, -0.15, -0.12, -0.03, -0.47, -0.15, -0.08, -0.17, -0.74, -0.03, -0.12, -0.09, -0.02, -0.30, -0.07, 0.12, 0.09, 0.09, 0.09, 0.07, 0.13, 0.11, 0.08, 0.09, 0.10, 0.11, 0.10, 0.10, 0.09, 0.10

Record 6
The following is a DFT calculation (ωB97M-V/def2-TZVPD) of a molecular structure, CH2F4N3P3.

XYZ file:
```
13
Properties=species:S:1:pos:R:3:forces:R:3
P 0.289 0.012 -0.020 0.664 1.379 -1.296
P -1.756 0.120 -2.063 -0.200 -3.561 -3.959
P -2.073 1.295 0.526 3.082 1.642 -1.408
F 1.638 -0.668 2.180 -0.912 0.314 1.007
F 1.317 0.859 -1.010 -1.353 -0.858 1.680
F 2.760 -0.740 0.466 2.715 0.428 -1.789
F 1.334 -2.271 0.792 -0.436 -0.821 -0.236
N -2.087 1.311 -1.125 -1.064 3.107 4.649
N -0.466 0.867 1.066 -1.639 -0.522 -1.115
N -0.614 -0.830 -1.107 0.946 1.437 2.362
C 1.581 -0.964 0.897 -0.940 -0.524 0.779
H -0.215 -1.686 -1.365 0.313 -1.479 -0.881
H -1.707 2.697 0.764 -1.176 -0.542 0.206
```
Forces are in eV/Å.

The expectation value of S² is 2.009. As for the LUMO energy (alpha / beta): 0.67 / -3.19 eV. As for the multiplicity: 3. The calculation puts the HOMO energy (alpha / beta) at -6.41 / -9.82 eV.

Charges obtained by Löwdin population analysis, quoted in units of e: 0.64, 0.58, 0.73, 0.14, -0.19, 0.18, 0.12, -0.68, -0.39, -0.39, -0.76, 0.03, 0.00

Computed values of molar mass (unit: g mol⁻¹) for the preceding records, in sequence: 96.13, 145.05, 1212.49, 78.50, 740.66, 224.96.